# C3H6NPS

A single C3H6NPS molecule at a distorted geometry (ωB97M-V/def2-TZVPD, OMol25).

Values from the calculation:
Charge   0
Energy relative to the best compared isomer or geometry (same formula, charge and spin)   422.1 kJ/mol
Multiplicity   1
Largest force on an atom   4.7 eV/Å
Kohn-Sham gap (alpha / beta)   8.9 / 7.1 eV

Last column: Löwdin charge in e.
Cartesian coordinates (Å):
C1 -0.539590 1.147031 1.326791  -0.41
C2 -1.181901 -0.288716 1.213234  -0.46
C3 0.385381 -0.699935 -0.973419  -0.81
N1 0.327597 1.486003 0.607768  0.14
P1 2.096020 -0.643970 -1.486908  0.72
S1 0.184724 -1.310815 0.642824  0.77
H1 -1.024566 1.551957 2.179328  0.10
H2 -1.768349 -0.531625 2.102499  0.06
H3 -2.034150 -0.036261 0.420403  0.13
H4 -0.478889 -0.687042 -1.650486  0.03
H5 2.163965 0.715552 -1.541374  -0.13
H6 1.869757 -0.702178 -2.840660  -0.13

Forces on atoms 1 to 3 (eV/Å):
-3.01 -2.83 2.18
-1.59 1.28 -2.36
-0.62 -0.33 1.29

# C17H17N3O2

A single C17H17N3O2 molecule at a distorted geometry (ωB97M-V/def2-TZVPD, OMol25).

Values from the calculation:
Charge   0
Energy relative to the best compared isomer or geometry (same formula, charge and spin)   219.3 kJ/mol
Multiplicity   1
Largest force on an atom   5.7 eV/Å
Kohn-Sham gap   7.6 eV

Last column: Löwdin charge in e.
Cartesian coordinates (Å):
O1 1.348583 2.563972 -1.853353  0.07
N1 0.941561 -0.645140 1.430947  0.11
O2 -3.100933 2.065197 0.898802  0.01
C1 0.918891 1.856905 -0.912299  -0.36
C2 -4.350819 2.435826 1.279729  -0.11
C3 -4.735483 3.504590 0.566834  -0.06
C4 -3.671114 3.828355 -0.365856  0.00
C5 -2.696504 2.891508 -0.125482  -0.26
C6 -1.397017 2.852980 -0.772635  0.09
C7 -0.385539 2.016321 -0.328917  -0.17
C8 0.716861 0.413765 0.711954  -0.30
C9 5.770931 0.337512 -0.492622  -0.10
C10 5.135601 0.392817 0.729171  -0.08
C11 5.028611 0.462261 -1.674420  -0.07
C12 3.737428 0.578759 0.796936  0.00
C13 3.640034 0.626238 -1.623157  0.00
C14 2.977904 0.671938 -0.391175  -0.17
N2 -0.438278 1.197586 0.763506  0.17
N3 1.598338 0.894994 -0.260169  0.11
C15 0.623775 -3.505130 1.838535  -0.12
C16 -0.135331 -1.153754 2.295385  -0.26
C17 0.222428 -2.487859 2.896752  -0.28
H1 -4.965315 1.875562 1.970602  0.13
H2 -5.659713 4.039169 0.683423  0.10
H3 -3.613701 4.608438 -1.088634  0.11
H4 -1.180204 3.479790 -1.653216  0.14
H5 6.842148 0.160689 -0.590925  0.10
H6 5.683155 0.328931 1.670649  0.10
H7 5.525109 0.403321 -2.637671  0.10
H8 3.268377 0.577309 1.750698  0.09
H9 3.047982 0.704411 -2.516837  0.11
H10 -1.315061 0.785023 1.076448  0.13
H11 0.756192 -4.497860 2.268258  0.06
H12 -0.120916 -3.538631 1.035213  0.07
H13 1.585207 -3.171707 1.371607  0.08
H14 -1.044306 -1.245403 1.660316  0.12
H15 -0.338504 -0.482482 3.130127  0.11
H16 -0.615851 -2.861179 3.490148  0.10
H17 1.033378 -2.327118 3.609231  0.11

Forces on atoms 1 to 3 (eV/Å):
-0.71 -1.62 1.82
-0.07 1.52 -1.04
0.73 -0.78 -0.24

# C29H57F6N9O9S2

A molecular structure, C29H57F6N9O9S2 at a distorted geometry (ωB97M-V/def2-TZVPD, OMol25).

Values from the calculation:
Charge   +4
Multiplicity   1
Largest force on an atom   17.7 eV/Å
Kohn-Sham gap   4.2 eV

Last column: Löwdin charge in e.
Cartesian coordinates (Å):
C1 -2.766043 -3.351771 -0.025273  0.06
C2 -1.494503 -3.981271 -0.501283  -0.22
O1 -0.811463 -3.625061 -1.499523  0.00
N1 -1.062753 -5.196761 0.300377  0.13
H1 -1.785913 -5.472671 0.949227  0.17
H2 -1.194273 -6.043871 -0.233683  0.19
C3 0.406797 -5.246861 0.763787  0.07
H3 -3.597063 -3.509831 -0.712673  0.14
H4 -2.706653 -2.264031 0.011817  0.07
H5 -3.070873 -3.681661 0.967877  0.09
H6 0.620407 -4.461501 1.488827  0.09
H7 1.073067 -5.181031 -0.096353  0.08
H8 0.433677 -6.205901 1.281117  0.13
C4 1.997397 -3.345071 -1.348093  0.03
C5 2.713847 -2.042271 -1.132763  -0.24
O2 3.182307 -1.263171 -1.996913  0.10
N2 2.483047 -1.460271 0.287997  0.05
H9 1.915287 -0.625431 0.260087  -0.19
H10 1.898577 -2.088391 0.820877  0.13
C6 3.875367 -1.218401 0.930727  0.08
H11 0.951567 -3.311521 -1.653433  0.06
H12 2.091567 -3.929491 -0.432843  0.06
H13 2.546107 -3.891721 -2.115023  0.13
H14 3.658767 -0.891301 1.947677  0.09
H15 4.570537 -0.576361 0.389767  0.12
H16 4.247897 -2.231391 1.082987  0.10
C7 -3.053793 1.519389 -3.291473  0.04
C8 -3.151693 1.138699 -1.773193  -0.25
O3 -3.813313 0.187589 -1.325723  0.09
N3 -2.262063 2.010939 -0.850953  0.08
H17 -1.320463 1.669979 -0.982233  -0.15
H18 -2.095433 2.922639 -1.252383  0.11
C9 -2.632463 2.071569 0.630037  0.00
H19 -3.626173 0.771459 -3.840193  0.10
H20 -2.060603 1.501059 -3.740173  0.08
H21 -3.643873 2.388599 -3.581963  0.12
H22 -1.647923 2.329679 1.020127  0.01
H23 -2.742003 1.075989 1.060057  0.06
H24 -3.436653 2.789039 0.793197  0.17
C10 4.009457 5.453509 3.542897  -0.04
C11 4.331297 4.152439 2.720637  -0.13
N4 3.083147 3.543869 2.301607  -0.06
C12 2.736367 2.312649 2.628287  -0.03
C13 1.458337 2.050039 2.225237  -0.06
N5 1.051157 3.120919 1.527187  0.01
C14 2.055127 4.070909 1.626177  0.06
C15 -0.139883 3.222439 0.795507  -0.26
H25 3.403177 5.302719 4.436087  0.08
H26 3.521567 6.229859 2.953537  0.08
H27 4.941687 5.762269 4.015877  0.09
H28 4.889997 3.505129 3.396617  0.13
H29 4.928827 4.283679 1.818507  0.13
H30 3.491257 1.664629 3.048537  0.13
H31 0.802357 1.192769 2.259437  -0.08
H32 2.071517 5.010859 1.094557  0.18
H33 -0.287913 4.254079 0.476297  0.15
H34 -0.927453 2.758949 1.389647  0.10
H35 -0.002263 2.520809 -0.027223  -0.14
C16 -1.501953 -3.348391 3.038917  -0.08
C17 -1.213923 -2.181941 3.955767  -0.11
N6 -2.057603 -0.968301 3.606457  0.00
C18 -1.623233 0.168229 2.907357  0.01
C19 -2.682253 1.031159 2.687227  -0.07
N7 -3.755843 0.492159 3.375127  -0.05
C20 -3.387333 -0.788771 3.861737  0.07
C21 -5.081653 1.071189 3.573587  0.04
H36 -2.583263 -3.466531 3.108997  0.08
H37 -1.113093 -4.263521 3.485497  0.11
H38 -1.292513 -3.223021 1.976607  0.03
H39 -0.137923 -2.014761 3.906987  0.13
H40 -1.471643 -2.400171 4.992137  0.15
H41 -0.581283 0.266089 2.640607  0.06
H42 -2.712073 2.022579 2.259917  0.11
H43 -4.115863 -1.514011 4.192897  0.17
H44 -5.328153 1.449759 2.581607  0.10
H45 -5.032583 1.978979 4.174927  0.12
H46 -5.879193 0.337469 3.690557  0.12
C22 2.736147 1.286929 -2.469423  -0.03
C23 1.955727 0.906469 -3.742583  -0.12
N8 1.641617 -0.527771 -3.896653  -0.03
C24 2.416247 -1.430431 -4.552183  0.03
C25 1.727357 -2.648911 -4.478833  0.01
N9 0.555457 -2.420951 -3.811643  -0.06
C26 0.547427 -1.112081 -3.397583  -0.02
C27 -0.581473 -3.325251 -3.582023  0.05
H47 2.062257 1.054409 -1.644853  0.02
H48 3.006447 2.341069 -2.531113  0.10
H49 3.605117 0.642679 -2.335503  0.08
H50 2.533497 1.085979 -4.649263  0.14
H51 1.091327 1.558089 -3.870223  0.08
H52 3.321357 -1.204951 -5.096553  0.16
H53 1.836197 -3.540361 -5.078733  0.15
H54 -0.288473 -0.659331 -2.885053  0.12
H55 -1.467223 -2.697611 -3.680083  0.13
H56 -0.558133 -3.758991 -2.582313  -0.10
H57 -0.517843 -4.178451 -4.257373  0.13
C28 -0.412083 2.967359 -3.227713  -0.58
F1 -1.597403 3.228289 -3.661613  0.15
F2 -0.211323 1.673059 -2.960473  0.04
F3 0.429787 3.346689 -4.232673  0.16
S1 -0.014233 3.931059 -1.584493  0.73
O4 1.368447 3.612109 -1.179413  -0.23
O5 -0.241523 5.362409 -1.842403  -0.20
O6 -0.943213 3.468709 -0.549333  -0.44
C29 -0.877253 -0.863311 -0.377793  -0.56
F4 -0.229723 -1.976401 0.093187  0.10
F5 -1.083723 -1.013441 -1.671433  0.14
F6 -1.992733 -0.806591 0.260807  0.16
S2 0.234407 0.608539 0.077937  1.00
O7 1.635597 0.227539 -0.314233  -0.15
O8 -0.306023 1.721589 -0.692503  -0.23
O9 0.061337 0.801529 1.557397  -0.27

Forces on atoms 1 to 3 (eV/Å):
-0.25 -0.20 -0.05
0.17 0.37 -2.40
-3.68 -1.18 13.13

# C3H7FO

A single C3H7FO molecule at a distorted geometry (ωB97M-V/def2-TZVPD, OMol25).

Values from the calculation:
Charge   0
Energy relative to the best compared isomer or geometry (same formula, charge and spin)   106.0 kJ/mol
Multiplicity   1
Largest force on an atom   3.1 eV/Å
Kohn-Sham gap   11.1 eV

Last column: Löwdin charge in e.
Cartesian coordinates (Å):
C1 -1.590170 -0.457961 -0.091811  -0.07
C2 0.383274 0.841042 -0.241482  -0.27
C3 1.321498 -0.072125 0.451440  -0.20
H1 -2.050527 -0.489729 -1.115118  0.09
H2 -2.361828 -0.686907 0.648862  0.09
H3 -0.780468 -1.281210 -0.257554  0.10
H4 0.228666 0.511513 -1.246226  0.12
H5 0.817866 1.826100 -0.166450  0.13
H6 0.939058 -1.080141 0.420530  0.09
H7 1.424174 0.233281 1.539728  0.15
O1 -0.886594 0.772671 0.268546  -0.18
F1 2.555050 -0.116539 -0.210464  -0.05

Forces on atoms 1 to 3 (eV/Å):
2.07 -0.78 -1.28
0.43 -0.23 -0.97
0.67 -0.70 1.52